{
  "formula": "C37H88BrClF3NO31P8",
  "method": "wB97M-V/def2-TZVPD",
  "homo_energy_ha": -0.316,
  "orbital_gap_ev": 6.4,
  "smiles": "C#C[C@@](C[C@H]1CO1)(NCCC(C)C)[C@@H](CCC(F)(F)F)O[C@@H](Br)P(O)Cl.COP(=O)(OC)OC.COP(=O)(OC)OC.COP(=O)(OC)OC.COP(=O)(OC)OC.COP(=O)(OC)OC.COP(=O)(OC)OC.COP(=O)(OC)OC",
  "e_lumo_ev": -2.18,
  "energy_ev": -269774.053,
  "symbols": ["C", "C", "C", "C", "C", "C", "O", "N", "C", "C", "C", "C", "C", "C", "C", "C", "C", "F", "F", "F", "O", "C", "Br", "P", "O", "Cl", "H", "H", "H", "H", "H", "H", "H", "H", "H", "H", "H", "H", "H", "H", "H", "H", "H", "H", "H", "H", "H", "H", "H", "H", "H", "C", "O", "P", "O", "O", "C", "O", "C", "H", "H", "H", "H", "H", "H", "H", "H", "H", "C", "O", "P", "O", "O", "C", "O", "C", "H", "H", "H", "H", "H", "H", "H", "H", "H", "C", "O", "P", "O", "O", "C", "O", "C", "H", "H", "H", "H", "H", "H", "H", "H", "H", "C", "O", "P", "O", "O", "C", "O", "C", "H", "H", "H", "H", "H", "H", "H", "H", "H", "C", "O", "P", "O", "O", "C", "O", "C", "H", "H", "H", "H", "H", "H", "H", "H", "H", "C", "O", "P", "O", "O", "C", "O", "C", "H", "H", "H", "H", "H", "H", "H", "H", "H", "C", "O", "P", "O", "O", "C", "O", "C", "H", "H", "H", "H", "H", "H", "H", "H", "H"],
  "positions_angstrom": [[-2.62061, -5.41846, 6.36453], [-2.63619, -4.65265, 5.43573], [-2.62660, -3.82420, 4.16294], [-2.68121, -2.30948, 4.50538], [-3.26803, -2.12362, 5.96040], [-2.17808, -1.95903, 7.10145], [-3.03688, -0.87674, 6.55687], [-1.41546, -4.19829, 3.46929], [-1.21011, -3.50621, 2.18932], [0.19810, -2.87686, 2.01331], [1.33517, -3.60123, 2.77712], [1.38410, -5.13002, 2.54332], [1.38764, -3.22456, 4.29734], [-3.96557, -4.23214, 3.40213], [-3.84653, -5.53558, 2.59859], [-3.84933, -6.83686, 3.45695], [-4.53995, -7.99358, 2.76908], [-4.30213, -9.15870, 3.38764], [-5.88170, -7.85664, 2.74428], [-4.15578, -8.10724, 1.48390], [-4.99376, -4.22317, 4.39542], [-6.23366, -4.67852, 3.94837], [-7.50949, -4.24196, 5.41772], [-6.87195, -3.85685, 2.38560], [-8.28533, -4.66592, 2.13399], [-7.40094, -1.90339, 2.81578], [-2.44871, -6.26918, 6.99071], [-1.69451, -1.83740, 4.54171], [-3.40145, -1.74254, 3.90055], [-4.18081, -2.68072, 6.20877], [-1.30918, -2.17901, 6.48755], [-2.67594, -2.64347, 7.78553], [-1.29948, -5.19710, 3.39934], [-1.96673, -2.74516, 1.95752], [-1.29590, -4.26727, 1.38899], [0.24147, -1.81716, 2.31065], [0.48037, -2.88630, 0.94975], [2.27634, -3.20406, 2.36064], [2.39886, -5.52083, 2.71006], [1.10000, -5.41874, 1.51933], [0.72660, -5.65672, 3.24971], [2.27311, -2.60224, 4.48307], [1.48959, -4.10775, 4.94393], [0.46855, -2.70302, 4.58574], [-4.11674, -3.41863, 2.66788], [-2.95016, -5.57264, 1.96862], [-4.68680, -5.60438, 1.88629], [-2.81803, -7.08510, 3.73107], [-4.36960, -6.62536, 4.40349], [-6.31723, -5.76678, 3.82832], [-8.91563, -4.37317, 2.81588], [1.51229, -1.48380, -3.15192], [2.17832, -0.36448, -2.59505], [1.58009, 0.22420, -1.13700], [1.07561, -1.09944, -0.64117], [0.41285, 1.08764, -1.91019], [0.69399, 1.70231, -3.18020], [1.18492, 0.98254, 0.31792], [1.68377, 2.32275, 0.51518], [1.87523, -1.60616, -4.17434], [1.74463, -2.39061, -2.59690], [0.43653, -1.31502, -3.17533], [0.30854, 1.06142, -3.97488], [1.75148, 1.89384, -3.33183], [0.15284, 2.64746, -3.23520], [1.24583, 3.00598, -0.21671], [2.77027, 2.34511, 0.43327], [1.39902, 2.64715, 1.51372], [-5.42936, 0.26715, -4.45976], [-4.48317, -0.71951, -4.06227], [-3.06930, -0.81854, -4.94209], [-2.92028, 0.60303, -5.36901], [-3.75339, -1.76093, -6.09606], [-4.82185, -2.67559, -5.78747], [-1.53266, -1.30549, -5.42956], [-1.08729, -2.60461, -5.00160], [-6.35662, 0.05321, -3.92710], [-5.09013, 1.26127, -4.17824], [-5.61381, 0.21883, -5.53354], [-5.77209, -2.20941, -6.04819], [-4.83068, -2.98124, -4.74670], [-4.71368, -3.56054, -6.41246], [-1.71036, -3.39014, -5.43752], [-1.11609, -2.66966, -3.91343], [-0.06199, -2.74187, -5.33792], [6.76697, -1.70369, 7.39627], [5.90169, -0.98443, 8.26680], [4.28366, -0.87934, 7.82913], [4.18501, -2.16766, 7.07109], [4.62340, 0.38415, 6.82501], [5.64642, 1.33702, 7.13462], [2.63851, -0.53568, 7.69888], [2.12830, 0.55325, 8.49037], [7.78889, -1.49296, 7.71548], [6.59262, -2.77374, 7.47790], [6.63965, -1.37681, 6.36353], [6.55599, 1.07192, 6.59347], [5.85465, 1.40739, 8.19720], [5.32363, 2.31429, 6.77279], [2.57609, 1.49902, 8.17358], [2.32955, 0.38642, 9.54939], [1.05216, 0.60646, 8.34210], [4.93128, 3.61174, -4.90611], [5.52853, 4.71983, -4.24163], [4.85111, 5.19506, -2.79058], [4.32870, 3.88522, -2.30474], [3.70104, 6.08418, -3.56624], [3.95909, 6.71504, -4.82655], [4.55026, 6.04672, -1.37955], [5.12607, 7.36859, -1.28583], [5.35340, 3.57616, -5.91102], [5.17215, 2.68160, -4.39651], [3.84989, 3.73660, -4.97676], [3.56392, 6.08762, -5.62714], [5.01246, 6.91197, -4.99509], [3.41494, 7.66002, -4.85295], [4.69239, 8.02546, -2.04436], [6.20648, 7.32214, -1.41373], [4.90298, 7.77237, -0.30111], [10.83984, 6.89418, -1.89180], [10.91590, 8.05686, -1.07254], [9.65952, 9.15195, -1.17955], [8.53919, 8.23083, -1.52769], [10.34441, 9.84656, -2.50629], [11.76615, 9.89706, -2.68474], [8.70553, 10.52148, -0.98312], [9.33236, 11.67622, -0.39275], [11.81710, 6.41219, -1.85350], [10.09669, 6.19997, -1.50691], [10.61187, 7.16023, -2.92459], [12.07182, 9.08297, -3.34335], [12.31395, 9.84341, -1.75005], [12.01378, 10.83351, -3.18580], [10.12870, 12.05139, -1.04037], [9.73936, 11.43313, 0.58922], [8.57829, 12.45095, -0.27772], [-9.31357, -5.68688, -5.52960], [-8.34663, -6.61884, -5.05545], [-6.88517, -6.67771, -5.86043], [-6.78322, -5.26492, -6.32535], [-7.50563, -7.67970, -7.00977], [-8.54298, -8.62162, -6.70895], [-5.33099, -7.12790, -6.31806], [-4.85442, -8.40236, -5.84644], [-10.25688, -5.92764, -5.03825], [-9.03297, -4.67125, -5.26119], [-9.43995, -5.77256, -6.60943], [-9.50418, -8.20040, -7.00700], [-8.57049, -8.90357, -5.66176], [-8.37697, -9.51578, -7.31109], [-5.45375, -9.21382, -6.26706], [-4.88701, -8.44643, -4.75720], [-3.82367, -8.52168, -6.17148], [-2.02721, 3.57840, -1.32100], [-1.86529, 4.61964, -0.35841], [-3.03241, 5.80940, -0.31490], [-4.22580, 5.03911, -0.76085], [-2.32769, 6.65162, -1.54153], [-0.91078, 6.62555, -1.75417], [-3.87337, 7.18530, 0.16590], [-3.13898, 8.16867, 0.91586], [-1.09332, 3.01705, -1.35544], [-2.82018, 2.89890, -1.01890], [-2.23247, 3.98811, -2.31094], [-0.68114, 5.90324, -2.53903], [-0.35021, 6.38728, -0.85620], [-0.60102, 7.60809, -2.11341], [-2.34043, 8.59807, 0.30467], [-2.71473, 7.72674, 1.81867], [-3.82626, 8.96104, 1.20326]],
  "atomic_forces_ev_per_a": [[0.428, -0.255, -0.668], [0.231, 0.062, -0.377], [-0.832, -0.944, 1.131], [-1.397, 0.236, 2.034], [1.897, 0.298, -0.222], [-3.266, -0.931, -3.373], [0.594, -1.140, 0.582], [-0.391, 1.291, -0.105], [0.995, -0.551, -0.983], [0.507, -0.234, 0.270], [0.339, 0.019, 0.276], [-0.049, 0.030, 0.102], [0.142, -0.284, -0.458], [1.392, 0.382, -0.591], [-0.576, -1.060, 0.039], [-0.084, 0.936, 0.370], [0.254, 0.269, 0.155], [0.183, -0.102, -0.063], [-0.126, 0.250, 0.018], [0.140, -0.209, -0.022], [-0.270, -0.341, -0.725], [-1.221, 1.197, 1.034], [0.293, -0.384, -0.163], [0.552, -0.619, -1.794], [0.440, 1.047, 0.964], [-0.005, -0.619, 0.447], [-0.239, 0.395, 0.240], [-0.181, -0.138, -0.464], [0.551, -0.234, -0.511], [0.201, 0.546, -0.100], [0.635, 0.399, 1.195], [0.959, 0.706, 1.031], [-0.094, 0.033, 0.016], [-0.005, -0.240, 0.367], [-0.111, 0.350, 0.140], [-0.252, -0.271, -0.034], [-0.373, 0.098, 0.228], [-0.377, -0.087, -0.097], [-0.257, 0.153, 0.025], [0.035, 0.178, 0.204], [0.145, 0.077, -0.211], [-0.395, 0.020, 0.140], [-0.108, 0.176, -0.189], [0.334, -0.026, 0.074], [-0.266, -0.279, 0.235], [-0.240, 0.475, 0.185], [0.196, 0.213, 0.233], [-0.307, -0.330, -0.121], [0.135, -0.342, -0.232], [0.087, 0.258, -0.125], [-0.214, -0.430, -0.066], [-0.026, -0.585, 0.094], [2.572, 2.470, 0.573], [-7.428, -4.739, -0.308], [0.894, 0.191, 0.320], [1.389, 1.008, -0.009], [-0.498, 0.020, -0.391], [3.347, 1.308, -0.925], [-0.210, 0.221, 0.052], [0.160, 0.307, 0.037], [-0.174, 0.036, 0.079], [0.024, 0.011, 0.143], [0.125, 0.005, -0.041], [0.017, -0.006, 0.009], [-0.011, -0.038, 0.191], [0.033, -0.010, -0.004], [-0.021, 0.118, 0.071], [-0.068, -0.140, -0.006], [-0.103, 0.626, -0.011], [2.022, -2.097, 1.782], [-2.316, 3.980, -6.336], [0.390, -0.442, 0.866], [0.366, -0.761, 1.210], [-0.214, -0.110, -0.578], [-0.562, -0.996, 3.209], [-0.091, -0.178, -0.189], [0.151, -0.228, 0.087], [0.065, 0.000, -0.163], [0.141, 0.049, 0.003], [-0.046, -0.034, 0.169], [-0.035, 0.045, 0.039], [0.118, 0.083, -0.021], [-0.017, 0.043, -0.004], [0.125, -0.181, -0.027], [-0.034, 0.107, -0.039], [0.103, -0.570, -0.149], [-1.307, 1.323, 2.958], [1.208, -2.567, -8.270], [-0.228, 0.139, 1.214], [-0.262, 0.781, 1.336], [0.041, 0.170, -0.519], [1.020, 0.574, 3.404], [-0.117, 0.212, -0.168], [-0.131, 0.180, 0.192], [-0.103, 0.027, -0.156], [-0.144, -0.081, 0.017], [0.082, -0.020, 0.165], [0.066, -0.029, 0.013], [-0.156, -0.089, -0.012], [0.005, -0.023, 0.000], [-0.144, 0.058, 0.015], [0.038, -0.111, -0.075], [-0.056, -0.595, 0.061], [2.291, 2.113, 1.296], [-6.970, -3.401, -0.724], [0.840, 0.240, 0.204], [1.074, 0.746, -0.024], [-0.535, 0.031, -0.141], [3.256, 0.421, -1.091], [-0.024, 0.241, -0.046], [0.119, 0.241, 0.083], [-0.161, 0.026, 0.080], [0.014, -0.026, 0.140], [0.164, -0.008, -0.065], [0.028, -0.037, -0.031], [-0.014, -0.041, 0.175], [-0.017, -0.033, 0.015], [0.029, 0.200, 0.133], [-0.067, -0.158, 0.007], [-0.316, -0.545, -0.044], [0.471, 1.987, 2.737], [-2.747, -2.367, -7.136], [0.167, 0.193, 0.996], [0.664, 0.594, 1.025], [-0.034, 0.067, -0.564], [2.033, -0.477, 2.858], [0.033, 0.226, -0.169], [0.065, 0.231, 0.157], [-0.100, 0.077, -0.116], [-0.136, 0.040, 0.068], [0.104, -0.060, 0.135], [0.024, -0.058, 0.011], [-0.179, 0.033, 0.041], [-0.017, -0.027, 0.000], [-0.054, 0.137, 0.034], [-0.070, -0.109, -0.053], [-0.123, 0.612, -0.019], [1.978, -1.870, 2.048], [-2.303, 3.555, -6.681], [0.397, -0.327, 0.936], [0.303, -0.823, 1.060], [-0.168, -0.044, -0.532], [-0.614, -0.895, 3.346], [0.038, -0.189, -0.194], [0.157, -0.218, 0.106], [0.074, -0.001, -0.165], [0.146, 0.063, 0.005], [-0.051, -0.014, 0.172], [-0.048, 0.032, 0.035], [0.158, 0.088, -0.028], [-0.002, 0.028, 0.003], [0.130, -0.075, -0.019], [-0.036, 0.123, -0.046], [-0.334, -0.554, -0.189], [0.706, 1.837, 2.839], [-3.313, -1.343, -6.924], [0.357, 0.142, 0.941], [0.715, 0.293, 1.176], [-0.045, 0.136, -0.532], [2.243, -1.042, 2.452], [0.028, 0.214, -0.144], [0.077, 0.192, 0.261], [-0.114, 0.116, -0.116], [-0.167, 0.052, 0.087], [0.103, -0.090, 0.125], [0.025, -0.071, -0.001], [-0.163, 0.033, 0.052], [-0.011, -0.018, 0.006], [-0.032, 0.138, 0.061], [-0.073, -0.087, -0.062]]
}